Entry from the OMol25 dataset: a single C2ClI3O molecule (the ωB97M-V functional and the def2-TZVPD basis).

The geometry in XYZ format:
```
7
Properties=species:S:1:pos:R:3:forces:R:3
O -1.079439 -0.968570 0.377465 0.99 0.88 -0.30
C -0.151935 -0.249843 0.219928 0.43 0.17 1.50
Cl 0.936909 0.258307 1.599367 -0.59 -0.40 0.36
C 0.503167 0.371807 -0.970275 -1.08 -1.84 -2.70
I -1.281865 -0.172913 -2.613618 1.69 0.80 1.02
I 1.104522 2.410917 -1.024181 -0.35 -0.93 -0.05
I 2.143636 -1.181090 -1.406200 -1.09 1.33 0.16
```
Positions in Å, forces in eV/Å.

As for the orbital gap: 7.75 eV. The energy comes out at -1504.6688 hartree. For the LUMO energy, the calculation gives -1.9 eV. As for the net charge: 0.

Atomic partial charges in e from the Löwdin method, atoms 1 to 5: 0.00, -1.10, 0.53, -1.48, 0.55



Entry from the OMol25 dataset: C2ClI3O as an isolated structure (the ωB97M-V functional and the def2-TZVPD basis).

The geometry in XYZ format:
```
7
Properties=species:S:1:pos:R:3:forces:R:3
C -0.200712 0.419589 0.357799 -0.02 -1.43 1.84
C 0.892309 -0.344172 0.320101 -0.70 0.21 -0.36
O -1.606216 0.101153 -1.449774 -1.34 -0.27 -1.33
Cl -0.308246 2.077177 0.408978 0.14 1.06 -0.06
I 2.685786 0.580614 -0.155029 0.21 -0.22 0.05
I -2.180388 -0.418391 0.244015 1.18 0.59 -0.23
I 0.717470 -2.415969 0.273910 0.53 0.06 0.08
```
Positions in Å, forces in eV/Å.

As for the orbital gap: 7.24 eV. The energy comes out at -1504.5314 hartree. For the LUMO energy, the calculation gives -1.6 eV. As for the net charge: 0.

Atomic partial charges in e from the Löwdin method, atoms 1 to 5: -1.29, -1.43, -0.92, 0.64, 0.84



Entry from the OMol25 dataset: a 2-piece molecular cluster, C2ClN5 overall (the ωB97M-V functional and the def2-TZVPD basis).

The geometry in XYZ format:
```
8
Properties=species:S:1:pos:R:3:forces:R:3
C -0.087069 1.531643 0.130600 -0.07 -4.51 0.03
C -0.081433 0.116512 0.137397 0.40 0.34 1.97
N -0.027831 2.646000 0.076584 0.06 4.45 -0.13
N 0.362343 -0.689690 -0.856150 0.63 -0.90 -1.61
N -0.660724 -0.676663 1.077101 -0.71 1.88 1.27
N 0.017543 -1.875676 -0.532128 2.33 -0.38 -2.67
N -0.568965 -1.869064 0.643739 -0.94 -0.22 1.23
Cl 2.748486 0.337079 -0.310426 -1.71 -0.66 -0.09
```
Positions in Å, forces in eV/Å.

As for the orbital gap (spin up / spin down): 5.71 / 5.63 eV. The energy comes out at -809.9392 hartree. For the LUMO energy (spin up / spin down), the calculation gives -6.0 / -6.0 eV. As for the net charge: 0.

Atomic partial charges in e from the Löwdin method, atoms 1 to 5: -0.20, -0.39, 0.23, 0.00, 0.07



Entry from the OMol25 dataset: a 2-piece molecular cluster, C2F3NO overall (the ωB97M-V functional and the def2-TZVPD basis).

The geometry in XYZ format:
```
7
Properties=species:S:1:pos:R:3:forces:R:3
C 1.083384 -0.110499 1.660218 1.79 -0.37 2.35
C -1.011298 0.185984 -1.502833 -0.91 -1.81 3.48
N 1.829092 -0.144959 2.606865 0.19 0.57 0.51
O 0.448364 -0.305110 0.717916 -2.05 -0.30 -3.01
F -0.660949 1.408338 -1.462025 0.30 1.18 -1.28
F -0.205647 -0.755460 -1.841412 0.58 0.16 -1.18
F -2.281690 -0.124896 -1.576693 0.09 0.57 -0.88
```
Positions in Å, forces in eV/Å.

As for the orbital gap (spin up / spin down): 11.41 / 4.42 eV. The energy comes out at -505.6331 hartree. For the LUMO energy (spin up / spin down), the calculation gives 0.4 / -3.4 eV. As for the net charge: 0.

Atomic partial charges in e from the Löwdin method, atoms 1 to 5: -0.47, -0.50, 0.19, 0.15, 0.23



Entry from the OMol25 dataset: C2F3NO3STb as an isolated structure (the ωB97M-V functional and the def2-TZVPD basis).

The geometry in XYZ format:
```
11
Properties=species:S:1:pos:R:3:forces:R:3
N -0.904107 -0.541777 1.604381 -1.63 1.27 -1.55
S -1.483000 0.257782 0.421040 4.22 0.96 0.55
C -1.572301 -1.052203 -0.947177 -1.55 -2.34 -3.24
F -0.464841 -1.774505 -0.960381 -0.16 0.84 0.69
F -1.708276 -0.444808 -2.113070 0.22 0.18 1.34
F -2.610957 -1.837175 -0.733284 0.66 0.77 0.52
O 3.167953 1.669780 -0.960030 -0.88 -0.32 0.90
C 2.725336 1.404238 0.061633 1.83 0.92 -2.11
O 2.391173 1.144453 1.155789 -0.85 -0.55 1.01
O -0.673706 1.358431 -0.221636 -2.13 -1.72 1.30
Tb 1.132725 -0.184218 2.692736 0.27 -0.01 0.58
```
Positions in Å, forces in eV/Å.

As for the orbital gap (spin up / spin down): 6.15 / 6.10 eV. The expectation value of S² is 16.0808. The energy comes out at -1878.1509 hartree. The spin multiplicity is 8. For the LUMO energy (spin up / spin down), the calculation gives -12.0 / -11.8 eV. As for the net charge: +2.

Atomic partial charges in e from the Löwdin method, atoms 1 to 5: -0.44, 1.02, -0.69, 0.19, 0.21



Entry from the OMol25 dataset: a 2-piece molecular cluster, C2F6IPS overall (the ωB97M-V functional and the def2-TZVPD basis).

The geometry in XYZ format:
```
11
Properties=species:S:1:pos:R:3:forces:R:3
C 1.343686 -0.322730 -0.461867 -0.95 1.04 -2.00
C -1.144466 -0.426088 0.893964 -0.95 0.25 0.04
F 1.858174 -1.267316 0.261256 -0.13 -0.95 1.30
F 0.676796 -0.883892 -1.516921 -0.13 -0.45 0.34
F 2.364766 0.300927 -1.031830 0.39 1.05 0.22
F -1.486876 -1.428032 0.098330 0.03 0.04 -0.28
F -0.687200 -0.944295 2.015811 -0.13 -0.29 0.78
F -2.242191 0.337827 1.119802 -0.57 -0.61 0.61
P -0.048725 0.867626 0.236627 2.44 0.00 -1.27
S 0.592379 2.007382 1.680718 -0.08 -0.04 -0.01
I -1.226343 1.758590 -3.295889 0.07 -0.05 0.27
```
Positions in Å, forces in eV/Å.

As for the orbital gap (spin up / spin down): 7.04 / 6.70 eV. The energy comes out at -1712.5974 hartree. For the LUMO energy (spin up / spin down), the calculation gives -3.3 / -3.3 eV. As for the net charge: 0.

Atomic partial charges in e from the Löwdin method, atoms 1 to 5: -0.78, -0.86, 0.17, 0.02, 0.11



Entry from the OMol25 dataset: C2F6InNO4S2 as an isolated structure (the ωB97M-V functional and the def2-TZVPD basis).

The geometry in XYZ format:
```
16
Properties=species:S:1:pos:R:3:forces:R:3
O -0.813935 2.974130 -0.421669 0.89 2.87 -0.58
In -1.921731 1.725981 0.163671 -0.50 0.17 0.51
N 0.115764 -0.555579 0.727062 0.75 0.65 -0.70
S 1.060470 0.908964 -0.169994 -0.46 -0.64 -1.96
O 2.034789 0.657853 -1.273821 -1.26 -0.55 2.10
C 2.159632 1.449865 1.248892 0.38 -0.89 0.64
F 3.082230 0.535848 1.507478 0.12 -0.03 -0.03
F 1.446202 1.663834 2.345063 -0.32 0.08 0.03
F 2.756528 2.582322 0.899662 -0.28 -0.18 -0.28
S -1.243324 -1.181492 0.339466 2.87 -2.28 1.45
O -2.293205 -0.131940 0.071607 -2.40 -1.53 -0.13
O -1.682667 -2.265974 1.211457 0.28 2.03 -1.27
C -1.183933 -1.956570 -1.357582 -0.03 -0.06 0.34
F -0.831428 -1.038629 -2.245632 0.21 0.34 -0.20
F -0.306728 -2.945715 -1.362556 -0.01 0.13 0.07
F -2.378664 -2.422897 -1.683104 -0.22 -0.10 0.02
```
Positions in Å, forces in eV/Å.

As for the orbital gap: 6.97 eV. The energy comes out at -2017.4126 hartree. For the LUMO energy, the calculation gives -2.6 eV. As for the net charge: 0.

Atomic partial charges in e from the Löwdin method, atoms 1 to 5: -0.60, 1.05, -0.36, 1.01, -0.42



Entry from the OMol25 dataset: C2F6IrNO3S2 as an isolated structure (the ωB97M-V functional and the def2-TZVPD basis).

The geometry in XYZ format:
```
15
Properties=species:S:1:pos:R:3:forces:R:3
O -1.376368 1.129358 -2.151238 -1.34 -0.48 -1.61
Ir -1.366630 -0.670958 -1.695928 -1.99 2.04 -1.14
N -0.388782 -0.425558 0.571659 -1.79 3.29 -0.43
S -0.497179 1.405026 -0.299359 1.64 -2.44 2.92
C -1.920474 1.799664 0.814778 -1.34 0.69 1.26
F -1.459410 2.049370 2.032279 0.22 -0.20 -0.51
F -2.812389 0.826986 0.891527 0.33 -0.15 -0.38
F -2.528770 2.889095 0.354253 0.64 -0.35 -0.32
S 0.491722 -1.568700 0.019998 4.11 -3.75 1.81
O 0.114267 -1.860091 -1.429169 1.06 -1.64 0.12
O 0.622381 -2.766286 0.853020 -1.18 2.84 -1.58
C 2.259544 -0.994537 -0.169454 1.13 -0.26 0.11
F 2.336274 -0.017312 -1.058396 -0.41 0.35 -0.21
F 2.699430 -0.561550 1.001303 -0.48 -0.05 -0.11
F 3.018216 -2.000839 -0.573694 -0.60 0.10 0.09
```
Positions in Å, forces in eV/Å.

As for the orbital gap (spin up / spin down): 7.52 / 7.91 eV. The expectation value of S² is 8.7751. The energy comes out at -1855.9554 hartree. The spin multiplicity is 6. For the LUMO energy (spin up / spin down), the calculation gives -7.1 / -8.3 eV. As for the net charge: +1.

Atomic partial charges in e from the Löwdin method, atoms 1 to 5: -0.60, 1.44, -0.35, 1.16, -0.87



Entry from the OMol25 dataset: C2F6NO3S2Yb as an isolated structure (the ωB97M-V functional and the def2-TZVPD basis).

The geometry in XYZ format:
```
15
Properties=species:S:1:pos:R:3:forces:R:3
N 0.701317 0.724500 1.401808 1.24 0.59 -2.10
S 2.063436 1.272724 0.731510 -0.41 -0.29 0.74
O -0.143668 0.078410 -1.363323 0.02 1.33 0.94
C 2.809821 -0.082607 -0.281629 0.52 -0.87 -0.61
F 2.310871 -1.292777 -0.066601 -0.24 0.65 0.18
F 4.110005 -0.107043 0.013808 -0.27 0.22 0.08
F 2.687869 0.221873 -1.570193 0.03 0.02 -0.12
S -0.756214 0.099776 0.741018 -2.65 -0.58 4.70
O -1.447167 1.467418 0.561827 1.14 -0.48 -0.60
O -0.961434 -0.636560 2.017367 0.05 0.49 -2.13
C -2.276603 -0.820716 -0.000331 -1.06 -1.10 -1.22
F -2.793188 -0.057841 -1.027230 0.46 -0.15 -0.02
F -1.950354 -2.016296 -0.459508 0.25 0.71 0.04
F -3.287346 -0.969549 0.840263 1.01 0.51 0.06
Yb -1.067339 2.118682 -1.538784 -0.09 -1.06 0.05
```
Positions in Å, forces in eV/Å.

As for the orbital gap (spin up / spin down): 7.96 / 6.59 eV. The expectation value of S² is 2.0312. The energy comes out at -2910.4577 hartree. The spin multiplicity is 3. For the LUMO energy (spin up / spin down), the calculation gives -5.8 / -7.4 eV. As for the net charge: +1.

Atomic partial charges in e from the Löwdin method, atoms 1 to 5: -0.43, 1.08, -0.43, -0.87, 0.15



Entry from the OMol25 dataset: C2FKMgO2 as an isolated structure (the ωB97M-V functional and the def2-TZVPD basis).

The geometry in XYZ format:
```
7
Properties=species:S:1:pos:R:3:forces:R:3
K -0.076464 -2.513628 -2.011376 -0.08 0.53 0.72
O -0.759972 -1.206995 0.192282 0.41 0.22 -0.51
C -0.252333 -0.328122 0.940974 0.01 -0.07 1.35
C 0.867058 0.501063 0.695385 -0.57 -0.49 0.01
O 1.319831 1.388541 1.464789 0.10 -0.04 0.29
F 1.734061 0.022133 -0.274092 0.45 0.05 -0.54
Mg 0.490342 0.740848 3.338892 -0.32 -0.21 -1.30
```
Positions in Å, forces in eV/Å.

As for the orbital gap (spin up / spin down): 4.12 / 3.89 eV. The energy comes out at -1126.4972 hartree. For the LUMO energy (spin up / spin down), the calculation gives -1.2 / -1.3 eV. As for the net charge: 0.

Atomic partial charges in e from the Löwdin method, atoms 1 to 5: 0.92, -0.29, -0.35, -0.61, -0.25



Entry from the OMol25 dataset: C2H10BInO2 as an isolated structure (the ωB97M-V functional and the def2-TZVPD basis).

The geometry in XYZ format:
```
16
Properties=species:S:1:pos:R:3:forces:R:3
In -0.739428 2.133476 -1.137494 0.65 0.05 0.18
B 2.256703 2.351195 -0.090146 -3.13 2.10 2.01
H 2.816015 2.655055 0.781105 1.96 1.18 4.38
H 2.868766 1.729222 -0.724789 3.28 -3.00 -5.19
H 1.475899 1.717373 0.300811 -2.62 -3.38 2.48
H 1.942950 3.195117 -0.684790 0.44 3.49 -3.98
C -0.271278 -1.678074 0.061126 1.36 0.49 0.83
C -1.773581 -1.633284 0.341784 -0.74 -0.04 -2.70
O -2.336268 -0.885733 -0.787795 1.89 -0.39 2.67
O 0.262432 -0.366314 0.088702 -0.51 0.34 -0.94
H -0.055376 -2.136147 -0.904102 -0.16 -0.20 -0.07
H 0.216101 -2.155602 0.911140 -0.36 -0.96 -0.23
H -1.832569 -1.061561 1.267937 -0.41 0.62 0.51
H -2.241453 -2.605622 0.495883 -0.52 -0.02 -0.11
H -3.290192 -0.967052 -0.858657 -1.44 -0.70 -0.31
H 0.701280 -0.292046 0.939287 0.31 0.43 0.48
```
Positions in Å, forces in eV/Å.

As for the orbital gap (spin up / spin down): 6.49 / 4.97 eV. The expectation value of S² is 1.7122. The energy comes out at -445.9605 hartree. The spin multiplicity is 2. For the LUMO energy (spin up / spin down), the calculation gives -18.2 / -19.0 eV. As for the net charge: +3.

Atomic partial charges in e from the Löwdin method, atoms 1 to 5: 1.55, 0.05, 0.13, 0.20, -0.03



Entry from the OMol25 dataset: a single C2H10BN2OP molecule (the ωB97M-V functional and the def2-TZVPD basis).

The geometry in XYZ format:
```
17
Properties=species:S:1:pos:R:3:forces:R:3
C 2.282487 -0.507179 0.124193 -0.04 -0.09 0.00
C 1.350994 0.431061 -0.637340 0.06 0.09 0.05
N 0.574875 1.289102 0.261897 -0.02 0.08 0.02
P -0.385960 0.487142 1.472196 -0.26 -0.15 0.03
B -1.615983 -0.440057 0.222592 -0.01 0.18 0.50
N -2.552409 0.248659 -0.623290 -0.03 -0.72 -0.24
O -1.398263 -1.782483 0.033525 -0.42 -0.03 -0.33
H 3.192562 -0.686637 -0.447109 0.01 -0.01 0.00
H 2.551372 -0.072078 1.086462 0.09 0.04 -0.03
H 1.824431 -1.479017 0.310849 -0.05 0.02 0.07
H 1.944850 1.092050 -1.270316 -0.02 0.03 -0.01
H 0.702881 -0.154220 -1.305174 0.05 -0.01 -0.04
H 0.032410 1.956349 -0.271830 -0.03 -0.08 -0.05
H -1.216591 1.591670 1.768328 0.03 0.03 0.03
H -3.376256 0.591939 -0.146452 0.26 0.54 -0.02
H -2.869891 -0.344956 -1.385694 -0.10 0.04 0.06
H -1.041509 -2.221345 0.807164 0.49 0.05 -0.03
```
Positions in Å, forces in eV/Å.

As for the orbital gap: 8.64 eV. The energy comes out at -633.2190 hartree. For the LUMO energy, the calculation gives 0.5 eV. As for the net charge: 0.

Atomic partial charges in e from the Löwdin method, atoms 1 to 5: -0.13, -0.36, -0.35, 0.87, -0.81